Below is C19H39CdP2Se3SiTe as an isolated structure, with properties calculated with the ωB97M-V functional and the def2-TZVPD basis.

XYZ file:
```
66
Properties=species:S:1:pos:R:3:lowdin_charge:R:1
Cd -0.66 -1.59 1.78 0.997
C 3.21 -0.21 -1.23 -0.076
C 2.51 -0.15 0.09 -0.286
C 2.09 1.23 0.56 -0.284
C 1.92 1.27 2.06 -0.275
C 2.04 2.62 2.73 -0.053
C 1.62 0.16 2.73 -0.114
C 1.55 -1.19 2.13 -0.519
C 2.01 -2.29 3.08 -0.169
C 2.21 -1.23 0.82 -0.131
H 4.14 0.37 -1.21 0.074
H 2.60 0.21 -2.04 0.068
H 3.46 -1.24 -1.50 0.062
H 2.89 1.93 0.28 0.106
H 3.09 2.93 2.82 0.077
H 1.60 2.60 3.73 0.077
H 1.53 3.40 2.16 0.040
H 1.44 0.23 3.80 0.109
H 3.09 -2.22 3.26 0.073
H 1.80 -3.28 2.68 0.028
H 1.50 -2.22 4.04 0.062
H 2.51 -2.21 0.45 0.101
C 1.11 -3.09 -2.20 -0.300
P -0.35 -2.72 -1.15 0.784
C -1.02 -4.42 -1.00 -0.325
C -1.53 -2.07 -2.40 -0.444
C -2.95 -1.90 -1.83 -0.451
P -3.06 -1.06 -0.19 0.720
C -4.87 -1.09 0.02 -0.299
C -2.83 0.68 -0.70 -0.303
H 0.83 -3.69 -3.07 0.036
H 1.84 -3.65 -1.60 0.035
H 1.59 -2.17 -2.53 0.016
H -1.17 -4.87 -1.99 0.041
H -1.96 -4.42 -0.44 0.007
H -0.33 -5.03 -0.41 0.021
H -1.57 -2.75 -3.26 0.071
H -1.12 -1.12 -2.77 0.066
H -3.39 -2.89 -1.66 0.067
H -3.59 -1.39 -2.56 0.073
H -5.38 -0.74 -0.88 0.038
H -5.13 -0.47 0.88 0.037
H -5.18 -2.11 0.26 0.021
H -3.55 0.95 -1.49 0.040
H -1.82 0.84 -1.07 0.009
H -2.99 1.32 0.16 0.018
Se -1.14 -4.13 2.74 -0.262
Se -3.43 -3.63 2.71 -0.413
Te -3.60 -1.75 4.36 0.083
Se -2.36 0.11 3.23 -0.458
C 0.12 3.49 -2.57 -0.185
Si 0.73 3.46 -0.79 0.478
C -0.37 4.57 0.24 -0.181
C 2.44 4.22 -0.80 -0.189
C 0.77 1.70 -0.15 -0.187
H 0.59 4.31 -3.12 0.023
H -0.96 3.62 -2.62 0.025
H 0.37 2.56 -3.08 0.022
H -0.39 5.58 -0.17 0.029
H 0.01 4.63 1.27 0.019
H -1.39 4.20 0.29 0.029
H 2.38 5.24 -1.19 0.029
H 3.13 3.66 -1.43 0.034
H 2.87 4.27 0.21 0.025
H 0.56 1.03 -1.00 0.061
H -0.06 1.55 0.56 0.074
```

Calculated values
- Kohn-Sham gap: 6.02 eV
- ΔE to the lowest compared entry with this formula, charge and spin: 0.0 kJ/mol
- HOMO: -3.505 eV
- 2S+1: 1
- Charge: -1


Below is C13H9BrClN2O3Y as an isolated structure at a distorted geometry, with properties calculated with the ωB97M-V functional and the def2-TZVPD basis.

XYZ file:
```
30
Properties=species:S:1:pos:R:3:lowdin_charge:R:1
Y 1.18 -1.10 -0.43 1.450
O -4.05 -3.53 -3.21 0.166
C -2.96 -3.20 -2.54 -0.266
C -2.32 -4.03 -1.61 0.049
C -1.20 -3.57 -0.98 -0.080
N -0.66 -2.35 -1.21 -0.132
C -1.31 -1.59 -2.11 -0.666
Br -0.48 0.11 -2.39 0.964
C -2.43 -1.93 -2.79 0.012
H -4.37 -4.42 -2.99 0.155
H -2.70 -5.02 -1.38 0.142
H -0.69 -4.19 -0.25 0.133
H -2.90 -1.26 -3.51 0.144
N 4.63 -1.85 -0.86 0.218
C 3.48 -1.78 -0.80 -0.026
H 5.63 -1.93 -0.94 0.144
Cl 0.44 6.04 3.77 0.785
C 0.61 4.57 2.92 -0.636
C -0.11 3.45 3.34 -0.063
C 0.03 2.26 2.66 0.023
C 0.88 2.20 1.55 -0.153
C 1.59 3.34 1.12 0.022
C 1.45 4.52 1.81 -0.063
C 1.04 0.97 0.85 -0.504
O 1.82 0.83 -0.19 -0.186
O 0.40 -0.12 1.21 -0.135
H -0.75 3.52 4.20 0.122
H -0.51 1.38 2.98 0.131
H 2.25 3.27 0.27 0.130
H 1.99 5.41 1.51 0.122
```

Calculated values
- Kohn-Sham gap: 7.42 eV
- ΔE to the lowest compared entry with this formula, charge and spin: 5.1 kJ/mol
- HOMO: -14.424 eV
- 2S+1: 1
- Charge: +2


Below is a 3-piece molecular cluster, C25H67N6O5P4 overall at a distorted geometry, with properties calculated with the ωB97M-V functional and the def2-TZVPD basis.

XYZ file:
```
107
Properties=species:S:1:pos:R:3:lowdin_charge:R:1
C 2.12 3.92 -2.35 -0.101
C 2.50 2.47 -2.08 -0.436
C 1.23 1.60 -2.21 -0.082
C 3.06 2.31 -0.65 -0.252
C 3.65 0.90 -0.46 -0.286
P 4.89 0.79 1.02 0.439
C 6.18 -0.18 -0.04 -0.321
C 7.09 0.74 -0.84 -0.407
C 7.22 0.43 -2.30 -0.064
O 6.46 1.58 -1.75 -0.114
O 3.75 1.69 2.03 -0.412
C 2.99 0.99 2.97 -0.318
C 1.55 0.67 2.52 -0.365
C 1.38 -0.75 1.96 -0.049
O 0.73 0.74 3.72 -0.093
P 6.29 0.75 2.84 0.720
C 6.06 2.23 3.92 -0.372
C 8.08 0.90 2.38 -0.398
H 2.94 4.60 -2.14 0.069
H 1.77 4.07 -3.38 0.065
H 1.28 4.18 -1.70 0.075
H 3.28 2.11 -2.76 0.124
H 0.75 1.58 -1.23 0.069
H 1.48 0.58 -2.47 0.070
H 0.55 2.07 -2.93 0.059
H 3.81 3.07 -0.44 0.096
H 2.21 2.42 0.01 0.086
H 2.80 0.22 -0.32 0.061
H 4.12 0.64 -1.41 0.058
H 4.32 -0.49 1.39 0.001
H 5.45 2.04 0.56 0.023
H 5.71 -0.83 -0.78 0.065
H 6.85 -0.82 0.55 0.051
H 7.99 1.09 -0.35 0.108
H 6.50 -0.21 -2.79 0.095
H 7.92 1.01 -2.89 0.091
H 2.86 1.65 3.83 0.108
H 3.48 0.08 3.35 0.096
H 1.16 1.44 1.87 0.129
H 1.02 -1.45 2.71 0.054
H 0.62 -0.72 1.17 0.074
H 2.28 -1.14 1.49 0.050
H 1.16 0.16 4.36 0.066
H 5.02 2.38 4.20 0.000
H 6.46 3.13 3.45 0.023
H 6.62 2.06 4.84 0.006
H 8.45 0.02 1.87 0.005
H 8.64 1.00 3.31 0.008
H 8.29 1.82 1.82 0.018
O -1.43 -3.07 2.47 -0.255
P -2.34 -3.46 3.58 0.682
N -1.30 -4.25 4.67 -0.319
C -1.50 -5.50 5.36 -0.132
C -0.43 -3.35 5.39 -0.125
N -3.39 -4.56 2.72 -0.331
C -2.97 -5.93 2.47 -0.134
C -3.90 -3.95 1.50 -0.146
N -3.58 -2.99 4.73 -0.309
C -4.65 -3.91 5.05 -0.142
C -4.10 -1.64 4.53 -0.133
H -2.09 -5.40 6.28 0.081
H -0.52 -5.91 5.63 0.084
H -1.96 -6.26 4.73 0.042
H -0.91 -2.94 6.29 0.081
H -0.13 -2.51 4.75 0.063
H 0.49 -3.86 5.68 0.085
H -1.93 -6.01 2.12 0.093
H -3.62 -6.38 1.71 0.078
H -3.09 -6.55 3.36 0.052
H -3.15 -3.95 0.69 0.083
H -4.18 -2.91 1.68 0.068
H -4.79 -4.48 1.16 0.079
H -5.40 -3.99 4.25 0.081
H -5.14 -3.54 5.96 0.085
H -4.28 -4.91 5.27 0.067
H -4.75 -1.57 3.64 0.072
H -3.28 -0.93 4.40 0.082
H -4.67 -1.31 5.40 0.076
O -1.87 1.74 -5.48 -0.269
P -3.34 1.98 -5.36 0.716
N -3.29 3.44 -4.47 -0.330
C -4.00 3.78 -3.26 -0.131
C -2.98 4.60 -5.27 -0.142
N -3.73 0.56 -4.42 -0.340
C -3.39 0.50 -3.01 -0.119
C -3.29 -0.65 -5.11 -0.146
N -5.01 2.18 -5.91 -0.313
C -6.10 1.70 -5.09 -0.142
C -5.23 1.82 -7.31 -0.146
H -5.03 4.14 -3.44 0.079
H -3.46 4.58 -2.74 0.085
H -4.03 2.96 -2.55 0.050
H -3.88 5.03 -5.75 0.077
H -2.27 4.34 -6.06 0.073
H -2.51 5.37 -4.66 0.083
H -2.38 0.87 -2.79 0.089
H -3.46 -0.53 -2.65 0.081
H -4.11 1.06 -2.41 0.055
H -2.21 -0.82 -5.01 0.083
H -3.51 -0.59 -6.18 0.067
H -3.82 -1.51 -4.71 0.080
H -6.21 0.61 -5.11 0.082
H -7.02 2.15 -5.47 0.086
H -6.00 2.01 -4.05 0.066
H -5.20 0.73 -7.47 0.072
H -4.47 2.27 -7.94 0.076
H -6.20 2.18 -7.66 0.075
```

Calculated values
- Kohn-Sham gap: 4.69 eV
- HOMO: -2.881 eV
- 2S+1: 1
- Charge: -1